No. 1
Entry from OMol25: a cluster of 2 separate species, C3H10N2O2 in total at a distorted geometry (ωB97M-V/def2-TZVPD).

Last column: natural (NBO) charge in e.
Geometry (Å):
C  0.714  -0.898  2.362  0.528
N  0.219  -0.678  1.102  -0.637
C  0.257  0.522  0.348  -0.211
C  -1.183  1.312  0.039  -0.231
N  -0.703  2.410  -0.824  -0.872
O  0.253  -1.738  3.077  -0.588
H  1.344  -0.139  2.707  0.109
H  -0.240  -1.419  0.549  0.391
H  0.660  0.227  -0.585  0.190
H  0.886  1.308  0.842  0.194
H  -1.834  0.595  -0.440  0.195
H  -1.403  1.791  1.053  0.196
H  -1.124  2.418  -1.805  0.366
H  -0.927  3.403  -0.532  0.370
H  1.754  -3.167  -3.034  0.473
H  0.490  -3.285  -2.073  0.468
O  0.839  -2.663  -2.787  -0.941

F_max: 4.303 eV/A
lowest unoccupied orbital energy: 0.530 eV
HOMO: -8.855 eV
structure (SMILES): NCCNC=O.O
ΔE to the lowest compared entry with this formula, charge and spin: 59.25 kcal/mol
net charge: 0
multiplicity: 1
frontier orbital gap: 9.38 eV

No. 2
Entry from OMol25: a structure of composition C3H10N2O2 at a distorted geometry (ωB97M-V/def2-TZVPD).

Last column: natural (NBO) charge in e.
Geometry (Å):
C  -0.693  -0.157  0.299  0.270
C  2.107  -0.865  0.689  -0.259
C  -1.402  -0.742  -0.898  -0.680
N  0.167  0.965  0.210  0.030
N  -0.006  1.770  -0.800  -0.530
O  1.211  -0.470  -0.310  -0.625
O  -1.900  0.825  0.987  -0.837
H  -1.597  1.106  1.859  0.455
H  -0.481  -0.795  1.149  0.210
H  -0.385  1.438  -1.683  0.372
H  0.617  2.565  -0.815  0.388
H  1.667  -1.596  1.385  0.146
H  2.967  -1.336  0.202  0.186
H  2.488  -0.019  1.278  0.168
H  -2.184  -0.064  -1.237  0.232
H  -0.706  -0.945  -1.709  0.237
H  -1.872  -1.679  -0.606  0.239

F_max: 4.926 eV/A
lowest unoccupied orbital energy (spin up / spin down): 0.886 / 0.886 eV
HOMO (spin up / spin down): -8.932 / -8.933 eV
ΔE to the lowest compared entry with this formula, charge and spin: 133.56 kcal/mol
net charge: 0
multiplicity: 1
frontier orbital gap (spin up / spin down): 9.82 / 9.82 eV

No. 3
Entry from OMol25: an isolated molecule of C3H10N2O2 at a distorted geometry (ωB97M-V/def2-TZVPD).

Last column: natural (NBO) charge in e.
Geometry (Å):
C  -0.550  0.002  0.915  -0.078
C  -1.363  0.931  -1.193  0.079
C  1.876  -0.151  1.085  -0.430
N  0.717  -0.319  0.236  -0.208
N  -1.653  0.041  -0.002  -0.642
O  0.680  -1.691  -0.187  -0.610
O  -0.470  0.418  -2.134  -0.741
H  0.278  -1.677  -1.068  0.477
H  0.413  0.434  -1.743  0.487
H  -1.892  -0.896  -0.311  0.361
H  -0.764  -0.715  1.725  0.181
H  -0.420  1.004  1.342  0.187
H  -2.334  1.015  -1.701  0.178
H  -1.054  1.916  -0.828  0.157
H  1.787  -0.705  2.029  0.176
H  1.998  0.915  1.292  0.207
H  2.750  -0.521  0.543  0.218

F_max: 2.130 eV/A
lowest unoccupied orbital energy: 0.910 eV
HOMO: -9.193 eV
structure (SMILES): CN(O)CNCO
ΔE to the lowest compared entry with this formula, charge and spin: 69.32 kcal/mol
net charge: 0
multiplicity: 1
frontier orbital gap: 10.10 eV

No. 4
Entry from OMol25: a cluster of 2 separate species, C3H10N2O2 in total at a distorted geometry (ωB97M-V/def2-TZVPD).

Last column: natural (NBO) charge in e.
Geometry (Å):
C  0.914  0.483  1.463  -0.247
C  -0.081  0.371  0.433  -0.516
C  -1.449  0.024  0.867  0.672
N  -1.899  -1.158  0.342  -0.831
O  -1.924  0.549  1.857  -0.599
N  2.321  0.044  1.267  -0.787
H  0.611  0.094  2.487  0.212
H  1.132  1.521  1.726  0.207
H  -0.002  -0.451  -0.349  0.187
H  0.022  1.345  -0.182  0.232
H  -2.485  -1.674  1.014  0.409
H  -1.322  -1.694  -0.310  0.394
H  2.659  0.407  0.443  0.336
H  2.263  -0.971  1.010  0.330
H  -0.069  0.189  -4.786  0.472
H  -0.035  0.579  -3.290  0.466
O  -0.654  0.342  -3.990  -0.937

F_max: 5.786 eV/A
lowest unoccupied orbital energy: 0.410 eV
HOMO: -9.745 eV
structure (SMILES): NCCC(N)=O.O
ΔE to the lowest compared entry with this formula, charge and spin: 46.09 kcal/mol
net charge: 0
multiplicity: 1
frontier orbital gap: 10.15 eV

No. 5
Entry from OMol25: a cluster of 2 separate species, C3H10N2O2 in total at a distorted geometry (ωB97M-V/def2-TZVPD).

Last column: natural (NBO) charge in e.
Geometry (Å):
N  0.272  0.541  2.013  -0.870
C  0.980  0.668  0.754  -0.140
C  0.781  1.980  -0.011  -0.624
C  0.652  -0.525  -0.147  0.681
N  0.620  -1.728  0.503  -0.839
O  0.422  -0.437  -1.330  -0.613
H  -0.093  1.394  2.409  0.376
H  -0.374  -0.216  2.135  0.378
H  2.054  0.579  0.958  0.185
H  -0.282  2.184  -0.021  0.210
H  1.039  1.764  -1.038  0.248
H  1.252  2.825  0.475  0.212
H  0.598  -2.502  -0.143  0.400
H  1.160  -1.847  1.343  0.398
H  -2.076  -0.880  -1.526  0.480
H  -3.556  -0.894  -1.072  0.464
O  -2.968  -0.616  -1.782  -0.945

F_max: 1.445 eV/A
lowest unoccupied orbital energy: 0.720 eV
HOMO: -9.304 eV
structure (SMILES): C[C@@H](N)C(N)=O.O
ΔE to the lowest compared entry with this formula, charge and spin: 17.01 kcal/mol
net charge: 0
multiplicity: 1
frontier orbital gap: 10.02 eV

No. 6
Entry from OMol25: a cluster of 2 separate species, C3H10N2O2 in total at a distorted geometry (ωB97M-V/def2-TZVPD).

Last column: natural (NBO) charge in e.
Geometry (Å):
O  -0.973  0.664  -1.704  -0.607
C  -0.808  -0.406  -1.163  0.682
N  0.168  -0.564  -0.216  -0.652
C  1.286  0.363  -0.244  -0.046
N  2.331  -0.203  0.615  -0.847
C  -1.679  -1.631  -1.364  -0.710
H  0.456  -1.443  0.197  0.408
H  1.719  0.574  -1.224  0.190
H  1.034  1.329  0.181  0.165
H  3.241  0.155  0.369  0.370
H  2.190  0.052  1.583  0.350
H  -2.478  -1.520  -2.088  0.240
H  -1.026  -2.449  -1.688  0.225
H  -2.113  -1.878  -0.407  0.229
H  0.322  1.298  2.773  0.456
H  -1.053  1.490  2.239  0.471
O  -0.542  1.623  3.055  -0.925

F_max: 1.602 eV/A
lowest unoccupied orbital energy: 0.588 eV
HOMO: -9.738 eV
structure (SMILES): CC(=O)NCN.O
ΔE to the lowest compared entry with this formula, charge and spin: 21.30 kcal/mol
net charge: 0
multiplicity: 1
frontier orbital gap: 10.33 eV

No. 7
Entry from OMol25: a cluster of 2 separate species, C3H10N2O2 in total at a distorted geometry (ωB97M-V/def2-TZVPD).

Last column: natural (NBO) charge in e.
Geometry (Å):
C  -1.054  1.210  1.240  0.535
N  -0.439  0.152  0.641  -0.617
C  -0.926  -0.375  -0.607  -0.226
C  0.163  -0.736  -1.644  -0.213
N  -0.215  -0.346  -2.975  -0.884
O  -0.811  1.587  2.365  -0.604
H  -1.789  1.723  0.603  0.109
H  0.061  -0.450  1.282  0.394
H  -1.582  0.348  -1.066  0.201
H  -1.585  -1.245  -0.489  0.185
H  1.064  -0.226  -1.324  0.194
H  0.336  -1.812  -1.572  0.167
H  0.504  -0.025  -3.591  0.382
H  -1.167  -0.159  -3.239  0.378
H  1.890  -0.181  3.040  0.464
H  2.849  0.730  3.779  0.472
O  2.700  -0.194  3.556  -0.936

F_max: 1.171 eV/A
lowest unoccupied orbital energy: 0.842 eV
HOMO: -9.109 eV
structure (SMILES): NCCNC=O.O
ΔE to the lowest compared entry with this formula, charge and spin: 34.12 kcal/mol
net charge: 0
multiplicity: 1
frontier orbital gap: 9.95 eV

No. 8
Entry from OMol25: a cluster of 2 separate species, C3H10N2O2 in total at a distorted geometry (ωB97M-V/def2-TZVPD).

Last column: Löwdin spin population.
Geometry (Å):
N  2.050  1.099  0.347  0.509
C  0.722  0.785  -0.024  0.105
C  0.311  1.010  -1.513  0.078
C  0.322  -0.617  0.425  0.042
N  1.051  -1.709  0.111  0.009
O  -0.701  -0.682  1.064  0.216
H  2.707  0.337  0.456  0.012
H  2.227  1.929  0.892  0.012
H  0.094  1.451  0.585  0.013
H  0.961  0.490  -2.199  0.002
H  -0.715  0.650  -1.590  0.002
H  0.238  2.076  -1.688  0.002
H  0.689  -2.641  0.215  0.001
H  1.623  -1.692  -0.708  -0.001
H  -2.450  -0.361  -0.269  0.000
H  -3.229  0.766  0.313  0.000
O  -3.356  -0.078  -0.124  0.000

F_max: 2.425 eV/A
lowest unoccupied orbital energy (spin up / spin down): -3.586 / -8.839 eV
HOMO (spin up / spin down): -14.248 / -14.248 eV
<S²>: 0.757
ΔE to the lowest compared entry with this formula, charge and spin: 29.98 kcal/mol
net charge: +1
multiplicity: 2
frontier orbital gap (spin up / spin down): 10.66 / 5.41 eV

No. 9
Entry from OMol25: a cluster of 2 separate species, C3H10N2O2S in total at a distorted geometry (ωB97M-V/def2-TZVPD).

Last column: Löwdin spin population.
Geometry (Å):
C  0.544  -0.740  0.185  0.039
C  0.657  -1.210  1.617  0.056
S  -0.223  0.098  2.643  0.719
N  -0.774  -0.868  -0.361  0.038
C  -1.652  0.186  -0.535  0.006
N  -1.148  1.450  -0.283  0.106
O  -2.795  -0.019  -0.875  -0.004
H  0.866  0.288  0.053  0.000
H  1.270  -1.219  -0.481  0.010
H  1.655  -1.200  2.013  -0.001
H  0.112  -2.122  1.851  0.013
H  -1.367  -0.095  1.931  0.014
H  -1.206  -1.765  -0.427  0.001
H  -1.805  2.169  -0.555  0.002
H  -0.218  1.630  -0.650  0.000
H  1.904  0.529  -2.486  0.000
H  2.520  1.583  -1.660  0.000
O  1.658  1.305  -1.982  0.000

F_max: 1.974 eV/A
lowest unoccupied orbital energy (spin up / spin down): -3.800 / -8.786 eV
HOMO (spin up / spin down): -13.988 / -13.855 eV
<S²>: 0.755
ΔE to the lowest compared entry with this formula, charge and spin: 13.14 kcal/mol
net charge: +1
multiplicity: 2
frontier orbital gap (spin up / spin down): 10.19 / 5.07 eV

No. 10
Entry from OMol25: a cluster of 3 separate species, C3H10N2O4 in total at a distorted geometry (ωB97M-V/def2-TZVPD).

Last column: natural (NBO) charge in e.
Geometry (Å):
C  0.869  -1.287  -1.612  0.519
N  -0.371  -1.145  -0.880  -0.629
C  -1.195  -0.021  -1.147  -0.336
C  -1.123  1.395  -0.323  0.675
N  0.077  1.957  0.195  -0.860
O  -2.154  2.007  -0.145  -0.594
O  1.773  -1.954  -1.104  -0.606
H  0.811  -1.049  -2.668  0.140
H  -0.293  -1.428  0.095  0.425
H  -2.252  -0.247  -0.829  0.241
H  -1.271  0.319  -2.218  0.229
H  0.005  2.368  1.121  0.398
H  0.969  1.296  0.214  0.388
H  0.176  -0.336  2.234  0.492
H  -1.010  -0.771  3.054  0.479
O  -0.707  -0.761  2.132  -0.971
H  2.915  -0.075  2.069  0.490
H  2.156  -0.537  0.796  0.495
O  2.156  -0.011  1.545  -0.974

F_max: 4.307 eV/A
lowest unoccupied orbital energy: 0.365 eV
HOMO: -9.404 eV
structure (SMILES): NC(=O)CNC=O.O.O
ΔE to the lowest compared entry with this formula, charge and spin: 16.57 kcal/mol
net charge: 0
multiplicity: 1
frontier orbital gap: 9.77 eV

No. 11
Entry from OMol25: a structure of composition C3H10N2OP at a distorted geometry (ωB97M-V/def2-TZVPD).

Last column: natural (NBO) charge in e.
Geometry (Å):
C  1.901  0.091  0.820  0.474
C  3.018  -0.284  0.240  -0.768
C  -1.744  -0.098  -0.329  0.061
N  0.965  0.419  1.343  -0.416
N  -1.293  -0.496  1.074  -0.766
O  -1.307  -1.095  -1.117  -0.735
P  -1.165  1.659  -0.998  0.201
H  2.929  -1.243  -0.176  0.284
H  3.404  0.546  -0.462  0.302
H  3.768  -0.274  1.016  0.300
H  -2.742  -0.247  -0.353  0.191
H  -1.106  -1.459  0.801  0.442
H  -1.969  -0.248  1.787  0.432
H  -0.274  -0.098  1.434  0.428
H  -0.648  -0.999  -1.849  0.517
H  -2.359  2.477  -0.846  0.037
H  -1.378  1.349  -2.388  0.016

F_max: 6.570 eV/A
lowest unoccupied orbital energy: -2.976 eV
HOMO: -13.439 eV
ΔE to the lowest compared entry with this formula, charge and spin: 99.84 kcal/mol
net charge: +1
multiplicity: 1
frontier orbital gap: 10.46 eV

No. 12
Entry from OMol25: the ion C3H10N2P with charge +1 at a distorted geometry (ωB97M-V/def2-TZVPD).

Last column: natural (NBO) charge in e.
Geometry (Å):
C  -0.865  0.683  -0.379  0.589
C  -2.266  0.871  0.097  -0.661
C  2.174  -1.196  0.991  -0.937
N  -0.204  1.618  -1.136  -0.760
N  -0.326  -0.529  -0.138  -0.790
P  1.404  -0.829  -0.622  0.743
H  -2.948  1.093  -0.658  0.268
H  -2.115  1.701  0.759  0.257
H  -2.540  -0.034  0.609  0.237
H  2.692  -0.467  1.531  0.261
H  2.903  -1.822  0.559  0.250
H  1.662  -1.858  1.631  0.246
H  -0.373  2.677  -1.105  0.446
H  0.681  1.461  -1.521  0.424
H  -0.876  -1.248  0.419  0.443
H  0.996  -2.122  -1.037  -0.014

F_max: 3.359 eV/A
lowest unoccupied orbital energy: -3.417 eV
HOMO: -14.181 eV
structure (SMILES): CP/[NH+]=C(/C)N
ΔE to the lowest compared entry with this formula, charge and spin: 0.00 kcal/mol
net charge: +1
multiplicity: 1
frontier orbital gap: 10.76 eV